Entry from the OMol25 dataset: a molecular structure, C20H31BiINOP2 (ωB97M-V with the def2-TZVPD basis set).

Geometry as ORCA input:
```
! wB97M-V def2-TZVPD RIJCOSX def2/J DEFGRID3
* xyz 2 1
C 0.1235 -0.3228 -6.9340
I -0.3705 -0.1978 -4.8178
H 1.2070 -0.2218 -7.0355
H -0.3845 0.4820 -7.4731
H -0.2054 -1.2925 -7.3181
Bi 0.4635 -0.2435 -1.0768
P 0.4819 2.2581 -1.2514
C -1.1551 3.0061 -1.5565
C 1.1573 2.9059 0.3207
H 1.3074 3.9960 0.2156
H 1.7601 3.7713 -2.6015
H 2.1164 2.4069 0.5558
H 2.6007 2.1753 -2.4221
H -1.8477 2.7471 -0.7261
H 0.4665 2.6931 1.1583
C 1.6274 2.6718 -2.6074
H -1.0086 4.1072 -1.6085
H 1.2152 2.3017 -3.5696
H -1.5577 2.6105 -2.5135
P 0.4948 -2.8157 -0.8773
C -1.1185 -3.6648 -1.0707
C 1.6628 -3.4488 -2.1400
H 2.1301 -2.7835 0.9207
H 1.3408 -4.4044 0.8249
H 0.5003 -2.9617 1.5626
C 1.1740 -3.3108 0.7569
H 2.6310 -2.9219 -2.0341
H 1.8140 -4.5333 -1.9780
H -0.9542 -4.7597 -0.9575
H -1.5304 -3.4272 -2.0746
H 1.2536 -3.2440 -3.1485
H -1.8112 -3.2960 -0.2830
C -1.6493 -0.4118 -1.5916
O -2.8095 -0.4647 -1.7287
C -3.2911 2.7695 2.9087
C -3.5436 2.1043 1.6962
C -2.5860 1.2448 1.1639
C -1.3432 1.0263 1.8237
C -1.1090 1.7431 3.0194
C -2.0583 2.5867 3.5680
N -0.3471 0.1928 1.2938
C 0.5212 -0.3860 2.2406
C 1.9270 -0.3936 2.0661
C 2.7476 -0.9929 3.0136
C 2.1941 -1.5925 4.1535
C 0.7971 -1.6160 4.3271
C -0.0281 -1.0402 3.3708
H -4.0380 3.4191 3.3384
H -4.5022 2.2407 1.1731
H -2.7513 0.6936 0.2546
H -0.1457 1.5722 3.5143
H -1.8277 3.0701 4.5257
H 2.3554 0.0439 1.1584
H 3.8304 -0.9944 2.8650
H 2.8460 -2.0306 4.9013
H 0.3474 -2.0449 5.2264
H -1.1208 -1.0227 3.4780
*
```

Values from the calculation:
**Calculated total energy**: -57280.223 eV
**LUMO energy (alpha / beta)**: -0.3124 / -0.3124 Ha
**M**: 699.31 g mol⁻¹



Entry from the OMol25 dataset: C20H31F5N2O2SSi in the gas phase (ωB97M-V with the def2-TZVPD basis set).

Geometry as ORCA input:
```
! wB97M-V def2-TZVPD RIJCOSX def2/J DEFGRID3
* xyz 0 1
C 1.8703 -1.3047 3.6822
C 0.9364 -0.1318 3.3500
N -0.2057 0.0315 4.2658
C -1.4263 -0.1560 3.6023
O -2.5057 0.1056 4.0449
C -1.1566 -0.7223 2.1726
C -2.2455 -0.2371 1.2136
C -2.0802 -0.5970 -0.2673
C -3.3781 -0.4049 -1.0520
C -3.6387 1.0537 -1.4300
N -2.7904 1.5217 -2.5035
C -3.0715 1.3769 -3.8277
C -2.0336 1.9036 -4.5449
C -1.0925 2.3874 -3.6149
C -1.5775 2.1390 -2.3587
C -1.1921 -2.2733 2.3284
F -0.6068 -2.6722 3.4914
F -0.5400 -2.9160 1.3236
C -2.6003 -2.9493 2.3661
F -3.4365 -2.3126 3.1850
F -2.4608 -4.2049 2.7924
F -3.1514 -2.9809 1.1454
C 0.2609 -0.1004 1.9409
S -0.1487 1.6849 1.5748
C 1.1188 -0.6183 0.7846
C 2.5333 -0.0821 0.7000
O 3.1367 -0.6418 -0.4628
Si 3.4612 0.3237 -1.7737
C 2.0391 1.5024 -2.1381
C 3.7039 -0.8317 -3.2242
C 5.0337 1.3254 -1.5092
H 1.7355 -2.1525 3.0153
H 2.9064 -0.9881 3.6182
H 1.6746 -1.6712 4.6882
H 1.5374 0.7759 3.4269
H -0.1655 -0.5346 5.1030
H -3.2127 -0.5796 1.5761
H -2.2874 0.8465 1.2959
H -1.3270 0.0555 -0.7141
H -1.7112 -1.6108 -0.4021
H -3.3095 -0.9742 -1.9797
H -4.2218 -0.7719 -0.4665
H -3.5038 1.7122 -0.5715
H -4.6748 1.1595 -1.7520
H -3.9835 0.9247 -4.1764
H -1.9481 1.9514 -5.6163
H -0.1568 2.8739 -3.8334
H -1.1804 2.3569 -1.3818
H 1.0644 2.1511 1.8736
H 1.1884 -1.6979 0.7682
H 0.6278 -0.3272 -0.1435
H 3.1367 -0.3848 1.5530
H 2.5455 1.0117 0.6529
H 1.6053 1.2247 -3.1009
H 1.2275 1.4931 -1.4099
H 2.4140 2.5208 -2.2367
H 3.1724 -1.7716 -3.0815
H 4.7521 -1.0271 -3.4388
H 3.2742 -0.3595 -4.1108
H 5.8541 0.8451 -2.0414
H 4.9060 2.3290 -1.9141
H 5.3049 1.4001 -0.4569
*
```

Values from the calculation:
**Calculated total energy**: -60620.999 eV
**LUMO energy**: 0.0161 Ha
**M**: 486.62 g mol⁻¹
**Structure (SMILES)**: C[C@@H]1NC(=O)[C@](CCCCn2cccc2)(C(F)(F)C(F)(F)F)[C@]1(S)CCO[Si](C)(C)C



Entry from the OMol25 dataset: 2 unconnected molecules or ions with the total composition C20H31FN3O4 (ωB97M-V with the def2-TZVPD basis set).

Geometry as ORCA input:
```
! wB97M-V def2-TZVPD RIJCOSX def2/J DEFGRID3
* xyz 1 1
N -0.3244 -1.8253 -0.6001
C -0.2593 -1.6973 -2.0638
C -1.3693 -2.3809 -2.9476
C -2.2733 -3.4382 -2.1969
C -3.8239 -3.1736 -2.2991
O -4.5532 -3.9921 -1.7961
N -4.4325 -2.0312 -2.9776
C -4.1611 -0.7899 -2.3185
C -4.4646 0.4501 -3.0870
C -4.1841 1.7671 -2.5185
C -3.5890 1.8981 -1.1826
C -3.3206 0.6832 -0.4142
C -3.5975 -0.6614 -0.9684
O 0.9453 -2.4354 -2.3996
C 1.7705 -1.4993 -3.0567
O 2.4803 -1.7383 -3.9640
O 1.5357 -0.2584 -2.4352
C 0.0908 -0.1692 -2.2954
F -0.3598 0.4657 -3.4514
H -1.2576 -1.6372 -0.2284
H 0.3286 -1.1936 -0.1299
H -0.8234 -2.9397 -3.7609
H -1.9552 -1.5860 -3.4953
H -2.0390 -3.5818 -1.1130
H -2.1027 -4.4427 -2.6834
H -4.2270 -2.0032 -3.9781
H -4.9106 0.3530 -4.1122
H -4.4081 2.6559 -3.1651
H -3.3732 2.9112 -0.7737
H -2.8595 0.7934 0.6041
H -3.3844 -1.5864 -0.3728
H 0.0086 0.5184 -1.4141
C 5.5011 0.4614 2.7150
C 4.1192 -0.1501 2.4858
C 3.1875 0.7871 1.7155
N 2.1855 1.5278 2.5928
C 2.8513 2.2735 3.7151
C 1.4137 2.5333 1.7129
C 0.1158 1.8313 1.3827
C -0.2196 1.1440 2.6906
C 1.1116 0.5660 3.1394
H 5.4546 1.3707 3.3160
H 6.1477 -0.2483 3.2329
H 5.9752 0.7099 1.7635
H 3.6857 -0.4745 3.4353
H 4.2610 -1.0535 1.8876
H 2.5943 0.2188 0.9954
H 3.7530 1.5410 1.1653
H 3.5866 2.9535 3.2855
H 3.3215 1.5601 4.3884
H 2.0887 2.8311 4.2585
H 1.2300 3.4290 2.3074
H 2.0108 2.7936 0.8402
H 0.2644 1.0984 0.5849
H -0.6589 2.5287 1.0637
H -0.9855 0.3766 2.5753
H -0.5828 1.8713 3.4218
H 1.2800 -0.4181 2.7016
H 1.2012 0.5026 4.2229
*
```

Values from the calculation:
**Calculated total energy**: -36612.530 eV
**LUMO energy**: -0.0951 Ha
**M**: 396.48 g mol⁻¹



Entry from the OMol25 dataset: 4 unconnected molecules or ions with the total composition C20H31FO8S (ωB97M-V with the def2-TZVPD basis set).

Geometry as ORCA input:
```
! wB97M-V def2-TZVPD RIJCOSX def2/J DEFGRID3
* xyz 0 1
C 0.0810 -0.6086 2.6934
C -1.2329 0.3416 2.4335
O -1.3646 0.8590 1.0629
C -0.0621 1.0607 0.4095
C 0.9160 2.1310 0.8573
S 0.5632 3.3420 2.2501
O -0.9557 3.6827 2.3265
O 1.3074 4.6875 1.9213
F 1.0657 2.8028 3.8063
C 2.3523 2.1528 0.0062
O 3.4716 2.4903 0.6600
C 2.3594 1.7130 -1.5891
C 1.3433 0.6606 -1.9849
C 0.2884 0.0258 -0.8566
O -0.2384 -1.2082 -0.9652
H 1.0920 0.0173 2.7262
H -0.0421 -1.0424 3.7989
H 0.1993 -1.5020 1.9435
H -1.1828 1.2083 3.2464
H -2.1798 -0.3174 2.7387
H 3.1045 2.1881 -2.3883
H 1.2911 0.3051 -3.1197
C -3.9012 0.1807 -3.7045
C -3.2868 -0.5820 -4.8497
C -1.9561 0.1181 -5.0191
O -1.5711 0.5991 -3.7238
C -2.6955 0.4811 -2.8412
H -4.6782 -0.3746 -3.1732
H -4.3388 1.1159 -4.0738
H -3.1250 -1.6258 -4.5556
H -3.8925 -0.5730 -5.7595
H -2.0442 0.9836 -5.6843
H -1.1800 -0.5456 -5.4110
H -2.4902 -0.3410 -2.1469
H -2.8107 1.4035 -2.2654
C 2.5092 -3.9563 -3.8613
C 3.6682 -3.3466 -4.6068
C 2.9837 -2.2922 -5.4490
O 1.8342 -1.8529 -4.7123
C 1.6224 -2.7550 -3.6175
H 2.7992 -4.4663 -2.9392
H 1.9923 -4.6780 -4.5050
H 4.3557 -2.8703 -3.8979
H 4.2356 -4.0662 -5.2024
H 2.6326 -2.7085 -6.3991
H 3.6335 -1.4382 -5.6611
H 1.9049 -2.2340 -2.6961
H 0.5633 -3.0201 -3.5577
C -0.7776 2.0246 7.2401
C -0.7101 0.6089 7.7520
C -1.0475 -0.1922 6.5134
O -0.5776 0.5632 5.3884
C -0.2299 1.8804 5.8371
H -0.2142 2.7385 7.8464
H -1.8221 2.3559 7.2015
H 0.3116 0.3807 8.0777
H -1.3875 0.4101 8.5864
H -2.1299 -0.3172 6.4035
H -0.5803 -1.1813 6.5138
H 0.8627 1.9587 5.8279
H -0.6389 2.6246 5.1482
*
```

Values from the calculation:
**Calculated total energy**: -51163.377 eV
**LUMO energy**: -0.0897 Ha
**M**: 450.52 g mol⁻¹
**Structure (SMILES)**: CCOC1=C(S(=O)(=O)F)C(=O)C=CC1=O.C1CCOC1.C1CCOC1.C1CCOC1



Entry from the OMol25 dataset: a molecular structure, C20H31GeI2N2O4SiTa (ωB97M-V with the def2-TZVPD basis set).

Geometry as ORCA input:
```
! wB97M-V def2-TZVPD RIJCOSX def2/J DEFGRID3
* xyz 2 1
Ta -0.4298 0.0517 0.1665
I -6.1354 5.0093 0.3153
C -4.4027 3.8763 0.2433
C -4.1971 3.0152 -0.8363
C -3.0088 2.3076 -0.8725
I -2.6289 0.5713 -1.9893
C -2.0492 2.5123 0.0945
O -0.8730 1.8337 0.0168
C -2.3291 3.1840 1.2601
C -1.4337 2.7877 2.4095
N -1.4375 1.2899 2.4896
C -0.5400 0.7793 3.5178
C 0.8884 0.7603 3.0424
C 1.9189 0.9327 3.9504
C 3.2341 0.8542 3.5346
C 3.4972 0.6123 2.1943
C 2.4376 0.4530 1.3375
N 1.1449 0.5247 1.7388
C -3.5139 3.9050 1.3196
H -4.9610 2.8831 -1.5896
H -1.7862 3.2196 3.3480
H -0.4053 3.1157 2.2498
H -2.3831 0.9936 2.7117
H -0.8394 -0.2429 3.7627
H -0.5840 1.3547 4.4465
H 1.6764 1.1279 4.9864
H 4.0432 0.9822 4.2422
H 4.5070 0.5519 1.8139
H 2.6065 0.2611 0.2901
H -3.7703 4.4580 2.2148
O -0.2404 -1.8204 0.8934
O -1.6426 -1.3263 0.6469
C 1.8302 -3.1612 -0.8707
Ge 0.0020 -3.4348 -0.3647
C -1.5033 -4.4701 -2.5044
C -0.2675 -4.7982 0.9373
C -1.3135 -3.1572 -1.7225
H 2.3360 -4.1276 -0.8890
H 2.3363 -2.5307 -0.1389
H 1.8994 -2.7011 -1.8535
H -0.5750 -4.8249 -2.9557
H -2.2185 -4.3265 -3.3129
H -1.8909 -5.2615 -1.8623
H -0.2096 -5.7760 0.4550
H -1.2427 -4.6979 1.4100
H 0.5180 -4.7336 1.6879
H -2.2430 -2.8343 -1.2570
H -0.9537 -2.3611 -2.3823
C 3.3657 -0.1035 -2.5047
Si 1.7182 0.7064 -2.4558
C 0.7817 0.4484 -4.0081
C 1.8405 2.4665 -1.9473
O 0.8034 -0.0948 -1.1849
H 4.0279 0.5172 -3.1169
H 3.3299 -1.0923 -2.9669
H 3.8368 -0.2030 -1.5239
H 1.4164 0.7298 -4.8537
H -0.1208 1.0590 -4.0580
H 0.5076 -0.6011 -4.1455
H 2.1613 3.0718 -2.8000
H 2.5805 2.6059 -1.1544
H 0.8839 2.8675 -1.6057
*
```

Values from the calculation:
**Calculated total energy**: -114549.267 eV
**LUMO energy**: -0.2366 Ha
**M**: 898.93 g mol⁻¹



Entry from the OMol25 dataset: a molecular structure, C20H31IrO5S (ωB97M-V with the def2-TZVPD basis set).

Geometry as ORCA input:
```
! wB97M-V def2-TZVPD RIJCOSX def2/J DEFGRID3
* xyz 1 6
O 0.0025 -0.6467 -3.4633
C 0.1039 0.7524 -3.9480
C 0.0935 0.3487 -5.4198
H 1.0436 1.2143 -3.6370
H -0.7736 1.3121 -3.6051
C 0.0922 -1.0894 -4.8469
H 0.9995 0.6415 -5.9576
H -0.8477 0.6564 -5.9035
C 1.3759 -1.8592 -5.0820
H 2.2640 -1.2504 -4.8562
H 1.4379 -2.1733 -6.1359
H 1.3768 -2.7604 -4.4467
C -1.0985 -1.9099 -5.2758
H -2.0346 -1.3608 -5.1299
H -1.1175 -2.8477 -4.7026
H -0.9984 -2.1543 -6.3429
Ir -0.6349 -1.3067 2.5214
C -2.4448 -1.3290 3.6569
C -1.9886 0.0321 3.6970
C -1.9376 0.5404 2.3636
H -1.7455 0.5804 4.5920
C -2.4239 -0.4871 1.4757
C -2.7247 -1.6496 2.2756
H -3.1219 -2.5913 1.9266
H -2.5388 -1.9547 4.5357
H -1.6340 1.5316 2.0677
H -2.5454 -0.3947 0.4004
C 0.6774 -2.1555 3.9941
C 0.3204 -3.1374 2.9829
C 0.8822 -2.6927 1.7292
H -0.2304 -4.0534 3.1616
C 1.5843 -1.4614 1.9615
C 1.4975 -1.1575 3.3561
H 2.0450 -0.3578 3.8327
H 0.4015 -2.1540 5.0464
H 0.8193 -3.2214 0.7846
H 2.1000 -0.8601 1.2139
O 1.7589 0.9279 -1.2619
C 0.5477 0.1711 -1.0326
C -0.6488 1.1471 -1.0089
H 0.5944 -0.3532 -0.0524
H 0.4827 -0.6156 -1.7805
C 0.0018 2.5450 -1.0685
H -1.1700 1.0544 -0.0499
H -1.3315 0.9538 -1.8452
C 1.4468 2.2305 -0.6576
H -0.4827 3.2790 -0.3998
H -0.0351 2.9261 -2.1008
H 1.4302 2.1489 0.4571
H 2.2088 2.9592 -0.9859
C 0.7717 3.5608 4.5302
S 0.9541 1.9881 3.7095
O 2.3887 1.7356 3.5831
O 0.2749 1.0752 4.6481
O 0.2895 2.1381 2.3997
H 1.2039 3.4161 5.5225
H -0.2879 3.8172 4.6200
H 1.3255 4.3012 3.9514
*
```

Values from the calculation:
**Calculated total energy**: -45136.112 eV
**LUMO energy (alpha / beta)**: -0.0780 / -0.2935 Ha
**M**: 575.75 g mol⁻¹



Entry from the OMol25 dataset: a gas-phase ion, C20H31N2O4 (charge +1) (ωB97M-V with the def2-TZVPD basis set).

Geometry as ORCA input:
```
! wB97M-V def2-TZVPD RIJCOSX def2/J DEFGRID3
* xyz 1 1
C 3.0787 -5.7432 1.4260
O 2.1277 -5.9855 0.4175
C 1.0663 -5.1613 0.3007
C 0.8554 -4.0053 1.0432
C -0.2843 -3.2320 0.8427
C -0.4604 -1.9720 1.6424
N 0.4784 -0.9125 1.1642
C 0.5088 0.2600 2.0672
C 1.5608 1.2614 1.6090
C 1.2872 1.7276 0.1725
C -0.0185 2.5376 0.1114
O -1.0881 2.0422 0.4315
N 0.1147 3.7959 -0.3097
C -0.9986 4.7217 -0.4375
C -0.8047 5.9435 0.4857
C -0.8217 7.1722 -0.4296
C -0.3592 6.6355 -1.7809
C -1.0713 5.2881 -1.8647
C 1.1969 0.4924 -0.7346
C 0.1525 -0.4860 -0.2168
C -1.2278 -3.5995 -0.1067
C -1.0353 -4.7531 -0.8548
O -1.8854 -5.2314 -1.8093
C -3.1146 -4.5735 -2.0165
C 0.1136 -5.5336 -0.6642
O 0.3197 -6.6493 -1.3868
H 2.6207 -5.7411 2.4200
H 3.6106 -4.7996 1.2621
H 3.7877 -6.5659 1.3606
H 1.5651 -3.7200 1.8047
H -1.4758 -1.5842 1.5527
H -0.2449 -2.1568 2.6975
H 1.4167 -1.3312 1.1408
H 0.7200 -0.0764 3.0837
H -0.4774 0.7302 2.0349
H 1.5481 2.1136 2.2890
H 2.5566 0.8119 1.6575
H 2.1175 2.3539 -0.1614
H 1.0204 4.1611 -0.5620
H -1.8900 4.1470 -0.1803
H -1.5791 5.9951 1.2478
H 0.1570 5.8635 0.9954
H -1.8375 7.5566 -0.5193
H -0.1865 7.9717 -0.0546
H -0.6215 7.2952 -2.6047
H 0.7240 6.4993 -1.7846
H -2.1145 5.4419 -2.1382
H -0.6252 4.6102 -2.5916
H 0.9225 0.7901 -1.7468
H 2.1764 0.0087 -0.7851
H 0.1014 -1.3733 -0.8501
H -0.8221 0.0078 -0.1891
H -2.1114 -2.9980 -0.2434
H -3.7122 -4.5490 -1.1013
H -2.9650 -3.5558 -2.3892
H -3.6350 -5.1589 -2.7717
H -0.4375 -6.7874 -1.9745
*
```

Values from the calculation:
**Calculated total energy**: -32407.897 eV
**LUMO energy**: -0.0860 Ha
**M**: 363.48 g mol⁻¹
**Structure (SMILES)**: COc1cc(C[N@H+]2CC[C@@H](C(=O)NC3CCCC3)CC2)cc(OC)c1O



Entry from the OMol25 dataset: C20H31N3O in the gas phase (ωB97M-V with the def2-TZVPD basis set).

Geometry as ORCA input:
```
! wB97M-V def2-TZVPD RIJCOSX def2/J DEFGRID3
* xyz 0 1
C 1.8311 -5.5747 -0.7259
C 0.7247 -5.2497 0.2750
C 0.7182 -6.2827 1.4005
C 0.8890 -3.8440 0.8621
C 0.7242 -2.7335 -0.1786
N 0.4824 -1.4443 0.4647
C 1.7426 -0.8652 0.9026
C 1.5234 0.4512 1.6301
N 0.9173 1.3865 0.7087
C 0.8004 2.7193 1.2852
C 0.2791 3.7024 0.2929
C 0.9047 4.2798 -0.7737
C -0.0398 5.1291 -1.4137
C 0.0049 5.9685 -2.5269
C -1.1297 6.6682 -2.8704
C -2.3099 6.5519 -2.1307
C -2.3848 5.7308 -1.0259
C -1.2437 5.0223 -0.6745
N -1.0190 4.1488 0.3501
C -0.3694 0.8652 0.2908
C -0.2491 -0.5060 -0.3901
C -1.6778 -1.0049 -0.6974
C -2.3327 -1.7861 0.4614
O -1.9837 -1.3230 1.7373
H 1.7206 -6.5928 -1.0926
H 2.8069 -5.4861 -0.2528
H 1.7979 -4.9026 -1.5792
H -0.2398 -5.2989 -0.2441
H 1.6632 -6.2616 1.9393
H -0.0838 -6.0786 2.1062
H 0.5752 -7.2835 0.9997
H 1.8683 -3.7745 1.3391
H 0.1322 -3.6946 1.6353
H -0.1296 -2.9783 -0.8095
H 1.6116 -2.6799 -0.8287
H 2.2298 -1.5747 1.5738
H 2.4094 -0.6789 0.0428
H 2.4873 0.8477 1.9587
H 0.8900 0.2844 2.5214
H 0.1444 2.7148 2.1775
H 1.8031 3.0220 1.6005
H 1.9211 4.1180 -1.0709
H 0.9134 6.0633 -3.1029
H -1.1155 7.3238 -3.7291
H -3.1786 7.1181 -2.4332
H -3.2967 5.6403 -0.4534
H -1.6932 3.8731 1.0443
H -0.7963 1.5612 -0.4353
H -1.0594 0.7811 1.1481
H 0.2940 -0.3581 -1.3421
H -1.6832 -1.6416 -1.5832
H -2.2837 -0.1284 -0.9313
H -2.0774 -2.8518 0.3759
H -3.4203 -1.6979 0.3898
H -1.0130 -1.3948 1.7823
*
```

Values from the calculation:
**Calculated total energy**: -27761.212 eV
**LUMO energy**: 0.0316 Ha
**M**: 329.49 g mol⁻¹
**Structure (SMILES)**: CC(C)CCN1CCN(Cc2cc3ccccc3[nH]2)C[C@@H]1CCO